Record 1
The following is a DFT calculation (ωB97M-V/def2-TZVPD) of C6H10O in the gas phase.

Geometry as XYZ:
```
17
Properties=species:S:1:pos:R:3:forces:R:3:mulliken_charge:R:1
C -2.10947 -0.27925 0.32527 0.081 -0.105 -0.022 -1.148
C -0.73192 0.19476 0.64540 -0.085 0.253 -0.120 0.086
O 0.05663 -1.63801 1.19192 -0.016 -0.136 -0.002 -0.696
C 0.88659 -1.20420 0.28389 0.275 -0.158 -0.051 0.092
C 0.55405 -0.81697 -1.12321 -0.029 -0.113 -0.061 -0.805
C 0.36434 0.37520 -0.22949 -0.173 0.205 0.071 0.782
C 1.30837 1.54274 -0.14624 0.075 0.043 0.015 -1.334
H -2.71971 0.61719 0.13527 0.099 -0.065 0.048 0.372
H -2.14896 -0.91650 -0.55794 0.017 0.094 0.133 0.247
H -2.54103 -0.81165 1.17505 0.058 0.074 -0.106 0.320
H -0.65866 0.73027 1.59459 0.011 -0.075 -0.121 0.314
H 1.97012 -1.33388 0.45748 -0.164 0.085 -0.010 0.338
H 1.40650 -0.75683 -1.79730 -0.124 -0.004 0.125 0.292
H -0.32390 -1.26415 -1.58803 0.115 0.077 0.100 0.171
H 1.06856 2.32038 -0.88337 0.028 -0.119 0.106 0.299
H 1.27401 2.00699 0.84714 -0.009 -0.075 -0.132 0.349
H 2.34448 1.23390 -0.33044 -0.158 0.019 0.027 0.320
```
Positions in Å, forces in eV/Å.

Summary:
Total charge ... 0
E_tot ... -8427.590 eV
Energy above the lowest of the compared OMol25 structures with the same formula, charge and spin ... 84.18 kcal/mol

Record 2
The following is a DFT calculation (ωB97M-V/def2-TZVPD) of 9 unconnected molecules or ions with the total composition C26H44Cl16IO2P.

Geometry as XYZ:
```
90
Properties=species:S:1:pos:R:3:forces:R:3:mulliken_charge:R:1
O 6.89229 0.52074 0.41661 0.288 -0.305 0.371 -0.383
C 6.09948 1.25070 0.91231 0.063 -0.018 -1.460 0.211
I 5.51107 0.79575 2.94226 -0.131 0.132 0.099 -0.003
C 5.52476 2.41501 0.13082 0.141 0.223 0.651 -0.778
P 4.93983 3.95216 1.12119 -0.311 0.775 0.029 0.688
C 4.31689 5.52055 2.02308 -0.210 -0.553 -0.147 -0.978
C 2.82622 5.57610 2.37093 0.094 0.185 0.391 0.079
O 2.44473 6.45026 3.11471 -0.084 0.127 0.028 -0.536
C 1.78202 4.64561 1.80126 -0.196 0.060 -0.587 0.328
C 0.79854 5.21764 0.99914 -0.298 -0.182 0.006 -0.449
C -0.20573 4.41074 0.47942 -0.474 -0.112 -0.370 -0.792
C -0.26289 3.04396 0.70301 0.829 -0.372 0.301 0.042
C 0.71726 2.44254 1.50791 0.445 1.366 -0.598 -0.321
C 1.69725 3.27326 2.03536 0.822 -0.394 0.436 0.133
H 4.73447 2.07368 -0.54604 -0.130 -0.202 0.360 0.405
H 6.33896 2.75319 -0.52109 -0.002 -0.112 0.048 0.357
H 4.42133 4.47421 -0.10837 0.071 -0.188 0.083 0.018
H 4.21869 3.15607 2.03173 0.238 -0.148 -0.169 -0.325
H 6.27880 4.27986 1.47418 -0.120 -0.142 -0.094 0.033
H 4.86821 5.64786 2.96156 -0.068 0.059 -0.051 0.389
H 4.53152 6.38904 1.38810 -0.032 0.005 0.099 0.370
H 0.77219 6.27982 0.78506 0.172 -0.031 0.125 0.412
H -0.99552 4.84014 -0.12969 0.163 0.145 0.034 0.367
H -1.04696 2.42671 0.29077 -0.048 0.228 -0.214 0.598
H 0.79668 1.38657 1.73921 -0.298 0.687 -0.383 -0.204
H 2.45132 2.81106 2.66838 -0.168 -0.010 0.035 0.410
Cl -1.43565 1.10990 2.42199 -1.181 -0.486 0.751 -0.079
C -2.83351 0.42750 3.30087 -0.014 -0.038 0.075 -0.696
C -3.01249 -1.04120 3.02398 -0.033 -0.202 0.159 -0.146
Cl -3.52885 -1.33204 1.34082 -0.006 -0.146 0.275 -0.132
H -3.71742 0.99633 3.02134 0.017 -0.037 -0.079 0.338
H -2.64701 0.58125 4.36295 0.067 -0.050 -0.012 0.334
H -3.78610 -1.44825 3.67310 -0.035 0.057 -0.016 0.229
H -2.09378 -1.59718 3.19730 0.052 0.081 -0.069 0.090
Cl -6.51899 -0.77326 4.03618 0.010 0.029 0.025 -0.193
C -7.02728 -1.99282 2.83655 -0.014 -0.017 -0.212 -0.274
C -7.56651 -3.23881 3.48869 -0.105 -0.020 -0.039 -0.414
Cl -6.29192 -4.15934 4.33088 0.008 0.011 0.031 -0.191
H -6.17264 -2.21100 2.19916 0.046 0.027 0.070 0.112
H -7.80105 -1.53139 2.22480 -0.031 -0.002 0.049 0.352
H -7.98462 -3.89697 2.72862 0.058 0.017 -0.037 0.300
H -8.34610 -3.00713 4.21034 0.068 0.015 0.055 0.317
Cl -3.23291 0.45620 -1.29773 0.025 0.109 -0.233 -0.074
C -3.94658 -0.43346 -2.66920 0.040 0.064 -0.092 -0.682
C -5.45020 -0.50048 -2.58690 0.064 0.025 -0.200 -0.132
Cl -6.00315 -1.53361 -1.24343 -0.008 -0.011 0.018 -0.127
H -3.50344 -1.42664 -2.68986 -0.022 -0.002 0.092 0.301
H -3.65305 0.09279 -3.57659 -0.061 0.024 0.002 0.365
H -5.85577 -0.93382 -3.50307 0.207 0.092 0.238 -0.034
H -5.88543 0.48729 -2.45329 0.018 -0.014 0.090 0.345
Cl 9.38369 -2.32437 2.35360 0.026 0.008 0.033 -0.207
C 9.54228 -1.56709 0.74609 -0.084 0.039 -0.062 -0.328
C 10.22756 -2.47044 -0.24481 -0.140 0.037 -0.103 -0.181
Cl 11.95603 -2.71027 0.14056 0.027 -0.024 0.007 -0.225
H 10.07861 -0.62945 0.86958 0.044 -0.041 0.042 0.335
H 8.53503 -1.34129 0.40299 0.006 -0.026 -0.005 0.168
H 10.18499 -2.02689 -1.23746 0.040 0.046 0.026 0.112
H 9.75609 -3.44918 -0.28586 0.062 -0.023 0.090 0.345
Cl -7.70275 -1.69051 -4.80923 -0.213 -0.109 -0.174 -0.196
C -7.57344 -3.46686 -4.69086 0.045 -0.155 -0.027 -0.383
C -8.78444 -4.10451 -4.05108 0.087 -0.126 -0.014 -0.585
Cl -8.91976 -3.72309 -2.31373 0.056 -0.039 -0.080 -0.149
H -6.66477 -3.69594 -4.13832 -0.042 0.053 0.073 0.323
H -7.46205 -3.84033 -5.70766 -0.054 0.010 -0.003 0.368
H -8.70197 -5.18765 -4.13038 0.074 0.011 0.008 0.337
H -9.70577 -3.79413 -4.53441 0.007 0.080 0.016 0.317
Cl -11.28788 1.70344 -3.75410 0.037 -0.009 -0.001 -0.182
C -11.88032 0.55103 -4.97709 -0.068 0.035 -0.108 -0.431
C -12.39297 -0.72377 -4.35629 -0.077 -0.071 -0.080 -0.525
Cl -11.07991 -1.69359 -3.64099 -0.233 0.166 0.086 -0.095
H -11.06939 0.35504 -5.67461 0.046 -0.021 0.074 0.307
H -12.68647 1.04676 -5.51597 -0.030 -0.013 0.046 0.315
H -12.86449 -1.33982 -5.12085 0.038 0.029 -0.037 0.267
H -13.12529 -0.52305 -3.57817 0.070 0.036 0.044 0.345
Cl 13.74232 0.33799 -5.00609 -0.025 0.022 -0.002 -0.187
C 13.68664 -0.36288 -3.36738 0.057 0.021 0.072 -0.439
C 13.11406 -1.75622 -3.36181 0.141 -0.112 0.116 -0.251
Cl 11.37225 -1.77057 -3.74781 -0.009 0.003 -0.058 -0.200
H 13.10901 0.30703 -2.73523 -0.051 -0.008 -0.055 0.310
H 14.71064 -0.38752 -2.99818 0.001 -0.054 -0.027 0.299
H 13.22068 -2.19287 -2.37021 -0.052 0.063 0.025 0.114
H 13.62060 -2.39928 -4.07730 -0.062 0.059 -0.083 0.355
Cl 0.18010 -1.30725 5.48637 -0.048 0.011 -0.039 -0.187
C 1.27699 -2.30854 4.49852 0.042 -0.110 0.029 -0.476
C 2.28681 -1.47548 3.75164 0.126 -0.102 -0.024 -0.448
Cl 1.52137 -0.50084 2.47110 0.359 -0.583 0.235 -0.141
H 0.66956 -2.90122 3.81848 -0.029 0.072 -0.019 0.321
H 1.79055 -2.98498 5.18000 0.027 0.051 0.020 0.359
H 3.01538 -2.12501 3.26812 -0.043 -0.026 -0.012 0.328
H 2.81920 -0.79892 4.41600 -0.085 0.050 0.003 0.217
```
Positions in Å, forces in eV/Å.

Summary:
Total charge ... 0
E_tot ... -249517.657 eV
SMILES ... O=C(I)C[PH3]CC(=O)c1ccccc1.ClCCCl.ClCCCl.ClCCCl.ClCCCl.ClCCCl.ClCCCl.ClCCCl.ClCCCl

Record 3
The following is a DFT calculation (ωB97M-V/def2-TZVPD) of 12 unconnected molecules or ions with the total composition C4H34N2O12.

Geometry as XYZ:
```
52
Properties=species:S:1:pos:R:3:forces:R:3:mulliken_charge:R:1
C -0.08053 1.25283 1.73709 -0.533 0.639 -0.419 -1.043
C -0.41898 0.93441 0.26897 1.635 0.224 0.792 0.354
O 0.76660 1.07252 -0.52478 0.850 -0.574 -0.588 -0.093
C -0.97492 -0.44517 0.01431 -1.182 0.088 -1.033 1.036
N -1.76765 -0.34679 -1.23013 -0.748 -0.069 -0.580 -0.556
C -0.08509 -1.67099 -0.07343 0.748 -0.398 -0.205 -0.156
N -0.91769 -2.87256 -0.32524 0.248 0.456 0.698 -0.545
H -0.78139 0.79850 2.43402 0.219 -0.419 0.061 0.518
H 0.97083 1.06133 1.94121 -0.046 -0.331 0.177 -0.029
H -0.25628 2.32342 1.87343 0.273 0.026 0.093 0.347
H -1.12020 1.69442 -0.05264 -0.317 -0.258 -0.190 -0.414
H 1.25255 1.90051 -0.36471 -0.790 0.167 0.201 0.286
H -1.71066 -0.59564 0.80857 0.179 -0.077 0.027 -0.917
H -2.16606 -1.25627 -1.46806 0.223 0.064 0.246 0.362
H -1.21909 -0.09515 -2.05177 0.298 0.100 0.344 0.183
H 0.57632 -1.76876 0.79378 -0.195 -0.011 0.206 0.138
H 0.59178 -1.63705 -0.92996 -0.059 0.571 -0.053 -0.066
H -1.12986 -3.30013 0.57400 0.043 -0.271 -0.406 0.222
H -0.38393 -3.51934 -0.89828 -0.280 -0.066 0.262 0.243
O 0.71647 1.06812 -3.57979 -0.105 -0.405 -0.455 -0.642
H 1.01679 1.22292 -2.67640 -0.332 0.347 0.098 0.259
H 0.25047 1.83623 -3.93465 0.254 -0.095 0.514 0.290
O -3.24130 -1.79999 2.15087 -0.061 -0.068 -0.006 -0.658
H -3.31988 -1.48738 1.24505 -0.266 -0.003 -0.054 0.425
H -2.42820 -2.31612 2.14544 0.063 0.097 0.208 0.334
O 0.09940 -2.00618 -4.07210 -0.734 0.109 -0.442 -0.596
H 0.35855 -1.19506 -3.62734 0.373 0.176 0.085 0.292
H -0.06051 -1.68799 -4.97282 0.054 -0.284 0.229 0.290
O 2.68950 -2.27259 -3.16500 0.350 0.188 0.301 -0.612
H 2.16899 -3.00672 -2.83204 -0.097 -0.024 -0.138 0.299
H 2.81789 -1.67656 -2.40042 0.032 -0.277 -0.219 0.437
O 3.20893 -0.57416 -1.07055 -0.375 -0.823 0.240 -0.792
H 2.49031 -0.03703 -0.69529 0.445 0.406 -0.233 0.344
H 3.98503 -0.08217 -1.33917 -0.180 0.596 0.248 0.276
O -0.62299 -1.92194 3.57609 0.477 0.007 -0.917 -0.515
H -0.59410 -2.78312 4.00104 -0.289 0.345 0.490 0.248
H -1.13790 -1.27401 4.06528 -0.111 -0.481 0.333 0.317
O -3.74984 1.37248 -0.33481 0.120 -0.164 -0.460 -0.730
H -3.13043 0.79347 -0.86847 0.028 -0.080 0.362 0.563
H -4.48234 1.55958 -0.93203 -0.049 0.032 0.106 0.324
O 4.22279 0.56796 1.45915 -0.074 0.547 -0.836 -0.606
H 4.03964 -0.37059 1.34196 0.091 0.153 0.572 0.311
H 4.32171 0.84770 2.37013 -0.078 -0.681 0.250 0.294
O 2.30585 -0.22655 4.38267 -0.304 -0.109 -0.977 -0.653
H 2.11591 -0.93302 3.74344 0.170 -0.248 0.538 0.309
H 1.88767 0.49096 3.88867 0.083 0.374 0.437 0.381
O -2.33905 3.69047 0.06414 -0.621 -0.855 0.124 -0.642
H -3.01377 4.04586 0.65762 0.305 0.304 -0.007 0.312
H -2.76237 2.79943 -0.12468 0.352 0.780 -0.015 0.361
O 0.71302 3.80128 -0.24972 0.010 0.172 0.072 -0.636
H 0.42683 4.31640 -1.01240 0.050 -0.032 0.050 0.327
H -0.09885 3.70819 0.26977 -0.155 0.141 -0.131 0.217
```
Positions in Å, forces in eV/Å.

Summary:
Total charge ... 0
E_tot ... -32250.578 eV
Energy above the lowest of the compared OMol25 structures with the same formula, charge and spin ... 36.79 kcal/mol
SMILES ... C[C@@H](O)[C@@H](N)CN.O.O.O.O.O.O.O.O.O.O.O